A 7-piece molecular cluster, C19H41Cl12N2S overall at a distorted geometry. Source: OMol25; level of theory: wB97M-V/def2-TZVPD.

Atoms and positions in Å:
C 0.73147 -0.00452 4.69717
C -0.42350 0.45325 4.11019
C -0.34378 1.38631 2.92853
S -0.44816 0.49938 1.29677
N -0.74318 -1.07438 1.78692
N 1.02004 0.66866 0.54426
C 1.16814 -0.28443 -0.57424
C 2.59614 -0.30103 -1.11766
C 3.30029 1.05790 -1.15180
C 4.78290 0.81225 -1.50459
H 1.04474 0.30456 5.68891
H 1.39565 -0.65710 4.12734
H -1.40265 0.12366 4.45810
H -1.24019 2.00004 2.96790
H 0.57164 1.96070 2.98234
H -1.09066 -1.53808 0.94476
H 0.13117 -1.54000 2.02969
H 1.79640 0.64182 1.20095
H 0.91033 -1.30577 -0.27644
H 0.44854 -0.01506 -1.34548
H 2.53870 -0.64706 -2.14574
H 3.23653 -1.00568 -0.58393
H 2.90073 1.68659 -1.94878
H 3.25120 1.59400 -0.20318
H 5.16451 0.04862 -0.82687
H 4.79731 0.37689 -2.50161
H 5.37607 1.71983 -1.45467
Cl 0.55096 -1.91716 -3.23695
C 0.17384 -1.41271 -4.90737
C 1.11136 -2.03539 -5.90541
Cl 2.76940 -1.39377 -5.75049
H 0.21621 -0.32669 -4.94810
H -0.85910 -1.71751 -5.08533
H 0.77215 -1.80859 -6.91441
H 1.15827 -3.11508 -5.78952
Cl -2.36601 -1.73323 -0.99809
C -3.75168 -2.52506 -1.80530
C -3.39524 -3.03074 -3.18039
Cl -3.10585 -1.69822 -4.33567
H -4.56702 -1.80833 -1.83698
H -4.04560 -3.35355 -1.17113
H -4.22411 -3.61585 -3.57366
H -2.50678 -3.65760 -3.16131
Cl -2.25029 4.15477 0.82202
C -1.05378 4.45345 -0.47063
C -1.53344 3.97811 -1.81826
Cl -1.64554 2.20135 -1.87537
H -0.12948 3.95600 -0.18653
H -0.87514 5.52659 -0.50004
H -0.82427 4.28649 -2.58421
H -2.51068 4.38156 -2.06918
Cl -5.92678 1.60145 4.78406
C -5.42367 0.88089 6.33585
C -3.93856 0.63502 6.38203
Cl -3.45105 -0.65959 5.25059
H -5.98464 -0.03900 6.47680
H -5.70226 1.58119 7.12083
H -3.64409 0.31451 7.37932
H -3.37853 1.53162 6.12720
Cl 8.45929 -1.57446 0.28534
C 9.40203 -1.33791 -1.21061
C 8.69009 -0.44095 -2.18898
Cl 7.22991 -1.21102 -2.86146
H 9.60074 -2.31609 -1.63996
H 10.34932 -0.88605 -0.92229
H 9.34623 -0.21589 -3.02776
H 8.39116 0.49471 -1.72303
Cl -5.73190 0.68502 -0.41517
C -5.81379 0.22806 1.30793
C -4.87471 -0.90366 1.62573
Cl -5.39184 -2.43577 0.86767
H -6.84346 -0.02870 1.54195
H -5.53503 1.10639 1.88710
H -4.84810 -1.07312 2.70079
H -3.86506 -0.68725 1.28364

E_HOMO   -11.44 eV
Net charge   +1
Orbital gap   8.0 eV
Lowest unoccupied orbital energy   -3.458 eV

Mulliken atomic charge list, values in e, 5 entries: number 1, C, carries -0.6147; number 2, C, carries 0.1178; number 3, C, carries -0.5227; number 4, S, carries 0.5727; number 5, N, carries -0.3499

C19H41I2NO9 as an isolated structure at a distorted geometry. Source: OMol25; level of theory: wB97M-V/def2-TZVPD.

Atoms and positions in Å:
C 0.88027 -0.97984 0.92524
C 0.22549 -0.75723 -0.59031
I 1.01318 0.98942 -1.70978
C -0.81051 -1.69382 -1.18475
I -1.42317 -1.14859 -3.26109
O -1.32472 -2.86619 -0.45987
C -2.34168 -2.50740 0.54048
O -1.99091 -2.13736 1.80379
N -3.85921 -2.56876 0.29848
C -4.28598 -1.62557 -0.80393
C -5.95855 -1.64573 -0.79076
C -6.59397 -0.80273 0.47659
O -6.46686 -1.12329 -2.09470
H 1.89874 -0.37488 1.05463
H 0.15234 -0.63835 1.78540
H 1.11180 -2.14547 0.98584
H -4.02776 -3.57965 0.02007
H -3.93926 -0.51538 -0.63436
H -3.98350 -2.07609 -1.84408
H -6.24076 -2.79758 -0.69031
H -6.12908 0.29269 0.40735
H -7.74626 -0.70667 0.27806
H -6.32830 -1.32217 1.50707
H -6.41102 -1.84903 -2.80445
C 2.23441 -4.90439 1.14344
O 2.94921 -4.29308 2.21209
C 2.47389 -4.70820 3.49662
C 3.36903 -5.79546 4.10094
O 3.32309 -7.00059 3.33121
C 4.43828 -7.12686 2.45559
H 2.81535 -4.78362 0.22846
H 2.06993 -5.97173 1.31413
H 1.26939 -4.40293 1.01511
H 1.43122 -5.04667 3.43386
H 2.50060 -3.82883 4.14829
H 2.99581 -6.04069 5.10105
H 4.40426 -5.43959 4.20628
H 5.31349 -7.45965 3.02134
H 4.67109 -6.18908 1.94372
H 4.20083 -7.88206 1.70394
C 3.59541 6.67385 -4.75646
O 3.62141 5.50263 -5.56528
C 4.39147 4.44888 -4.97798
C 3.49403 3.41901 -4.28331
O 2.81241 3.98877 -3.16182
C 1.47307 4.35767 -3.47229
H 2.78032 7.31108 -5.10118
H 3.43471 6.44247 -3.70003
H 4.53873 7.21813 -4.87088
H 5.13704 4.85474 -4.28152
H 4.93029 3.95307 -5.79194
H 4.12315 2.60973 -3.89739
H 2.77766 2.97909 -4.99233
H 0.83763 3.46714 -3.47263
H 1.39577 4.86002 -4.44044
H 1.11680 5.04026 -2.69845
C -2.59090 3.36620 3.75759
O -1.82413 2.24494 3.33158
C -2.27008 1.72201 2.07621
C -1.38888 2.20965 0.92109
O -1.49559 3.62498 0.74114
C -0.41342 4.33016 1.33942
H -2.03635 3.88356 4.54121
H -2.78165 4.06951 2.94250
H -3.54412 3.02112 4.17170
H -3.32388 1.97659 1.90203
H -2.19612 0.63143 2.13832
H -1.73689 1.74250 -0.00644
H -0.34062 1.91417 1.07365
H 0.46919 4.26225 0.69662
H -0.16925 3.94737 2.33416
H -0.69742 5.38011 1.43242

E_HOMO   -8.97 eV
Orbital gap   8.5 eV
Lowest unoccupied orbital energy   -0.505 eV

Mulliken atomic charge list, values in e, 5 entries: number 1, C, carries -0.2769; number 2, C, carries -0.1899; number 3, I, carries 0.2269; number 4, C, carries 0.1557; number 5, I, carries 0.0223

C19H42BeBrCsF2MgN4O11PS as an isolated structure at a distorted geometry. Source: OMol25; level of theory: wB97M-V/def2-TZVPD.

Atoms and positions in Å:
C -3.32213 2.58358 -2.71275
C -3.55572 1.69198 -3.91209
O -2.46722 0.75373 -4.11238
C -1.39404 1.35665 -4.86759
C -0.05688 0.61508 -4.80062
C 0.34918 -0.06022 -3.46372
C 0.12436 0.81016 -2.23240
C 0.17539 0.09625 -0.86196
O -0.05301 -1.30285 -0.88555
P 0.75382 -2.05215 0.25502
O 2.21566 -2.05253 0.04822
O 0.46384 -1.25671 1.60027
O 0.12950 -3.48953 0.42323
C 0.80038 -4.50495 -0.33700
C 1.39998 -5.50263 0.64282
C 2.31734 -4.81829 1.68878
C 3.79262 -4.78036 1.27540
N 4.66882 -5.51700 2.19558
C 6.01573 -5.37502 1.95064
N 6.89008 -5.71290 2.88537
N 6.54336 -4.92363 0.76896
H -2.46197 3.23645 -2.87614
H -4.17763 3.22024 -2.51204
H -3.08838 1.99418 -1.82755
H -4.47850 1.12707 -3.80189
H -3.65968 2.32269 -4.79625
H -1.24020 2.35057 -4.44647
H -1.69730 1.50564 -5.90713
H -0.12394 -0.18481 -5.55257
H 0.72797 1.27580 -5.16032
H -0.11534 -1.03955 -3.39857
H 1.42353 -0.23145 -3.54023
H -0.79941 1.38203 -2.26991
H 0.93571 1.54206 -2.17886
H -0.62814 0.53485 -0.26862
H 1.09373 0.36102 -0.33952
H 1.26679 -0.76151 1.78926
H 1.52269 -4.12143 -1.05156
H 0.03562 -5.02498 -0.91341
H 2.01698 -6.23332 0.11848
H 0.63465 -6.01264 1.21934
H 2.02278 -3.79200 1.86852
H 2.19292 -5.35713 2.62636
H 4.15109 -3.76227 1.15560
H 3.85017 -5.25399 0.28284
H 4.43790 -6.49843 2.25092
H 6.37403 -6.05067 3.69976
H 7.31996 -5.55227 0.56449
H 5.87562 -5.04735 -0.03828
Mg -3.04419 -1.10205 -5.04032
F -0.83466 -0.48911 3.27062
F -2.33504 -1.62091 -2.28133
C -1.55148 1.53301 5.87530
C -2.24859 2.65249 6.66358
C -2.64346 3.74197 5.66038
S -2.88140 2.90222 4.08710
O -1.87135 3.37391 3.15683
O -4.28056 2.91824 3.73895
C -2.42332 1.27326 4.65501
H -1.43034 0.63298 6.47333
H -0.55967 1.86402 5.55958
H -3.14378 2.25465 7.14472
H -1.60843 3.05572 7.44761
H -3.56737 4.24108 5.94135
H -1.85039 4.47706 5.53278
H -1.89454 0.72219 3.85440
H -3.34053 0.75175 4.92730
C 0.48179 4.77368 1.01424
C -0.04414 5.88085 0.16535
O 0.24790 5.95491 -1.04334
C -0.92767 6.88981 0.80759
H 1.11009 4.11015 0.41665
H 1.08138 5.18870 1.82442
H -0.35346 4.19350 1.42528
H -0.38611 7.39156 1.61034
H -1.81855 6.40066 1.20871
H -1.23363 7.63150 0.07270
Cs 0.62119 5.03239 -2.61267
N -4.72396 1.12203 -7.93816
O -5.57762 1.81235 -7.37362
O -5.03641 0.23082 -8.72767
O -3.48411 1.32858 -7.67583
Be 6.04758 -5.63758 -1.67848
Br 6.30210 -7.97388 1.59282

E_HOMO   -9.05 eV
Net charge   +1
Orbital gap   1.5 eV
Lowest unoccupied orbital energy   -7.574 eV

Mulliken atomic charge list, values in e, 5 entries: number 1, C, carries -1.2000; number 2, C, carries -0.1638; number 3, O, carries -0.2919; number 4, C, carries -0.3889; number 5, C, carries -1.0571

A 3-piece molecular cluster, C19H42Cl2N3O8 overall at a distorted geometry. Source: OMol25; level of theory: wB97M-V/def2-TZVPD.

Atoms and positions in Å:
C 3.96873 -1.71568 0.91924
C 3.11980 -0.52534 0.50792
Cl 4.15687 0.77786 -0.11302
C 2.04524 -0.80640 -0.55745
Cl 2.68802 -1.36087 -2.10333
N 0.99646 -1.69653 -0.04023
C 0.92916 -3.01666 -0.00716
N 1.82188 -3.83195 -0.56544
N -0.20490 -3.63627 0.56198
C -0.44037 -3.31012 1.99882
C -1.89447 -2.96938 2.25339
O -2.11210 -1.62092 1.82927
C -3.02739 -1.40400 0.85708
O -3.37518 -0.30867 0.54081
H 4.77596 -1.38784 1.57463
H 3.36989 -2.46141 1.45064
H 4.43510 -2.17444 0.04366
H 2.60143 -0.10669 1.37350
H 1.54746 0.14181 -0.77124
H 0.20856 -1.22020 0.38513
H 1.77721 -4.78607 -0.22661
H 2.76504 -3.50511 -0.73104
H -1.00827 -3.35613 0.00302
H 0.14699 -2.43941 2.30240
H -0.13257 -4.16122 2.60768
H -2.10636 -3.03854 3.32086
H -2.57014 -3.66009 1.73534
H -3.40189 -2.31867 0.36967
C -5.83556 0.25125 3.05163
O -7.06430 0.02728 2.40327
C -6.97536 -0.69339 1.18990
C -8.04059 -1.75850 1.06966
O -7.88779 -2.85515 1.95246
C -8.20908 -2.68584 3.32329
C -9.68494 -2.57373 3.62846
O -10.22457 -1.34466 3.18509
C -11.49630 -1.43914 2.57993
H -5.29091 1.09204 2.60980
H -6.04845 0.47522 4.09619
H -5.20071 -0.64329 3.01529
H -5.98996 -1.16366 1.09447
H -7.09668 0.00451 0.35155
H -7.93175 -2.19300 0.07204
H -9.03969 -1.32335 1.12735
H -7.65743 -1.85441 3.76771
H -7.86175 -3.60652 3.79930
H -9.80473 -2.64406 4.71773
H -10.21347 -3.41880 3.17421
H -11.55406 -2.29588 1.90056
H -11.65251 -0.52826 2.00414
H -12.29112 -1.52308 3.32809
C 9.66111 6.05176 -2.46460
O 8.54625 5.65334 -3.23235
C 8.86475 5.05358 -4.47386
C 7.99907 3.84902 -4.76219
O 8.24101 2.72302 -3.93609
C 7.80492 2.74613 -2.59339
C 6.31133 2.60487 -2.40361
O 5.60150 3.75795 -2.80886
C 4.42330 3.50536 -3.53715
H 10.07190 7.00355 -2.81682
H 9.32342 6.17694 -1.43662
H 10.45173 5.29464 -2.48236
H 9.91847 4.75680 -4.50251
H 8.69609 5.78286 -5.27700
H 8.26068 3.51055 -5.76755
H 6.94176 4.12250 -4.77383
H 8.18364 3.61710 -2.05458
H 8.25891 1.85867 -2.14362
H 6.12956 2.44249 -1.33117
H 5.95987 1.72079 -2.94923
H 4.57210 2.71458 -4.28043
H 4.15599 4.42320 -4.05808
H 3.59422 3.22370 -2.87575

E_HOMO   -10.53 eV
Net charge   +1
Orbital gap   6.8 eV
Lowest unoccupied orbital energy   -3.699 eV

Mulliken atomic charge list, values in e, 5 entries: number 1, C, carries -1.3453; number 2, C, carries 0.3538; number 3, Cl, carries -0.0773; number 4, C, carries -0.7974; number 5, Cl, carries -0.0523

C19H42F6N2O3PZn2 as an isolated structure at a distorted geometry. Source: OMol25; level of theory: wB97M-V/def2-TZVPD.

Atoms and positions in Å:
Zn -4.12683 -3.68369 4.09311
Zn -3.15490 -1.54576 7.41092
C 0.98279 -0.81258 3.55564
C -0.19633 -1.46845 4.26740
O -0.41851 -1.03458 5.38895
O -1.02419 -2.12609 3.61194
H 1.87193 -0.60481 4.15093
H 0.61489 0.08004 3.04969
H 1.37489 -1.45852 2.77008
C -5.86467 0.07168 4.16365
O -5.18021 -0.86325 4.94688
H -5.25871 0.94698 3.92961
H -5.95313 -0.41062 3.19017
H -6.85616 0.40753 4.46736
C -0.32643 8.00327 -2.76234
C -0.75009 6.55895 -3.26830
C -0.80995 5.58213 -2.12458
N -1.47256 4.14862 -2.48011
C -0.79769 3.56842 -3.77465
C -2.98260 4.29230 -2.66014
C -3.65457 3.85066 -1.30262
C -2.49900 3.54357 -0.37449
C -1.35652 3.13789 -1.27150
H 0.66933 8.06078 -2.32272
H -1.11206 8.46438 -2.16379
H -0.17195 8.67346 -3.60796
H -0.05919 6.25077 -4.05301
H -1.63477 6.47159 -3.89901
H -1.41708 5.89265 -1.27425
H 0.19645 5.33254 -1.78849
H -0.75771 4.20377 -4.65943
H -1.04921 2.51265 -3.87554
H 0.21055 3.66055 -3.37084
H -3.14301 3.42648 -3.30257
H -3.33027 5.24162 -3.06757
H -4.20172 2.90940 -1.25022
H -4.14590 4.70217 -0.83183
H -2.75966 2.75032 0.32614
H -2.14654 4.32083 0.30355
H -1.61193 2.20615 -1.77621
H -0.40745 2.97114 -0.76203
C 4.27662 -5.71633 0.79058
C 2.91917 -5.14739 0.27899
C 2.37055 -5.88702 -1.04101
N 1.25392 -5.18940 -1.73913
C 1.70096 -3.78726 -2.26198
C 0.71819 -5.95015 -2.96126
C -0.73551 -5.76277 -3.18471
C -1.23140 -5.19923 -1.86882
C -0.04163 -4.83909 -0.92607
H 5.04596 -5.23285 0.18852
H 4.35595 -6.75622 0.47366
H 4.50280 -5.77012 1.85549
H 3.04886 -4.08767 0.05927
H 2.28796 -5.12418 1.16732
H 2.09323 -6.89846 -0.74406
H 3.13287 -6.00601 -1.81094
H 2.74244 -3.69831 -2.57105
H 1.63499 -3.10800 -1.41206
H 0.86968 -3.52818 -2.91768
H 1.34683 -5.80574 -3.83993
H 0.76967 -7.03457 -2.86386
H -1.03142 -5.24288 -4.09589
H -1.27414 -6.70468 -3.28852
H -1.91776 -4.36107 -1.98925
H -1.71649 -6.06197 -1.41223
H -0.28329 -3.77623 -0.93128
H 0.03447 -5.20176 0.09900
P 5.40651 3.27896 5.67567
F 6.61988 3.61473 6.68542
F 5.72306 1.70708 5.48093
F 4.34567 3.19198 6.91136
F 4.24396 3.28553 4.55460
F 5.12264 4.92176 5.58873
F 6.37544 3.64261 4.44837

E_HOMO   -15.13 eV
Net charge   +3
Orbital gap   1.6 eV
Lowest unoccupied orbital energy   -13.513 eV

Mulliken atomic charge list, values in e, 5 entries: number 1, Zn, carries 0.7190; number 2, Zn, carries 0.8064; number 3, C, carries -0.6853; number 4, C, carries 0.7074; number 5, O, carries -0.3937

C19H43BiN2OP3Se as an isolated structure at a distorted geometry. Source: OMol25; level of theory: wB97M-V/def2-TZVPD.

Atoms and positions in Å:
Bi -0.11430 -0.31208 -0.40199
P 0.26187 1.93388 1.29027
P -2.74790 0.38428 -0.55492
P 2.71639 -0.34907 -0.54951
H -1.38868 -2.97523 -7.98891
C -0.57650 -3.70577 -7.84806
C -0.74582 -4.83329 -7.14773
H -1.73783 -5.18483 -6.84113
C 0.34945 3.60498 0.54733
C -1.09182 2.16291 2.49506
C 1.70426 1.98441 2.40866
C -3.50590 -0.64776 -1.84766
C -3.74234 0.14830 0.94266
C -3.09618 2.09347 -1.06288
C 3.13176 -1.55342 -1.85645
C 3.71799 -0.83203 0.89390
C 3.51298 1.19054 -1.12282
H 0.40588 -3.50839 -8.31645
H 0.14260 -5.43581 -6.91780
H 0.41244 4.33733 1.36554
H -0.54370 3.80925 -0.05531
H 1.24227 3.69425 -0.08281
H -0.79036 2.96799 3.17930
H -1.23828 1.23844 3.06832
H -2.03001 2.44709 2.00332
H 1.67714 2.95692 2.91742
H 2.65077 1.89140 1.86253
H 1.63515 1.18857 3.16179
H -4.59967 -0.55051 -1.78526
H -3.22673 -1.69858 -1.70202
H -3.16800 -0.32748 -2.84131
H -4.65031 0.75847 0.84938
H -3.17737 0.45901 1.83060
H -4.01629 -0.90912 1.03836
H -4.18681 2.19010 -1.15375
H -2.61698 2.31141 -2.02576
H -2.73735 2.80473 -0.30471
H 4.22199 -1.70190 -1.88141
H 2.78916 -1.19026 -2.83444
H 2.64673 -2.51339 -1.64184
H 4.75831 -0.95398 0.56823
H 3.35349 -1.78470 1.29814
H 3.66430 -0.06528 1.67862
H 4.58727 1.00348 -1.24692
H 3.37903 1.99618 -0.38588
H 3.08363 1.50917 -2.08162
C 0.10352 0.16716 -4.23938
C -0.41276 -1.13774 -4.24606
C -0.31992 -1.87594 -5.42433
C 0.12102 -1.24680 -6.59149
C 0.55889 0.07879 -6.59983
C 0.57870 0.79112 -5.42113
Se 0.18315 1.25618 -2.72953
H -0.16209 -1.76560 -1.47630
H -0.84360 -1.53399 -3.31497
H -0.59089 -2.92946 -5.44504
H 0.14707 -1.73312 -7.55554
H 0.88246 0.50306 -7.54608
H 0.93591 1.81801 -5.37762
C -2.40978 -3.11768 3.31650
N -1.06968 -2.76966 3.74037
C -0.25027 -1.96823 3.02808
N 0.94515 -1.66801 3.62052
O -0.56928 -1.51489 1.89299
H -2.64788 -2.65436 2.35151
H -3.15462 -2.78118 4.05328
H -2.53000 -4.20653 3.21433
H -0.73503 -3.05607 4.64289
H 1.60856 -1.08401 3.14281
H 1.19974 -2.10055 4.48916

E_HOMO (spin up / spin down)   -15.99 / -15.98 eV
Net charge   +3
Energy above the lowest of the compared OMol25 structures with the same formula, charge and spin   0.000 eV
Orbital gap (spin up / spin down)   4.8 / 4.5 eV
Lowest unoccupied orbital energy (spin up / spin down)   -11.168 / -11.481 eV

Mulliken atomic charge list, values in e, 5 entries: number 1, Bi, carries 1.0702; number 2, P, carries 0.5878; number 3, P, carries 0.6510; number 4, P, carries 0.5653; number 5, H, carries 0.4664